Molecular formula: C25H19Cl5IrN4S3
Method: DFT, ωB97M-V with the def2-TZVPD basis set

XYZ file:
```
57
Properties=species:S:1:pos:R:3:forces:R:3
Ir 1.740 0.361 0.369 -0.0619 0.1369 -0.0004
Cl 2.476 2.639 -0.952 -0.0159 -0.0663 -0.0212
C 0.749 2.573 -1.105 0.0748 0.0154 -0.0199
C 0.138 1.376 -0.660 -0.1031 -0.0512 -0.1920
C -1.152 1.360 -1.000 0.3983 0.3787 -0.0018
Cl -2.174 -0.470 -1.124 -0.3106 -0.0102 -0.0715
C -1.972 2.365 -1.504 -0.1212 -0.0997 0.0201
Cl -3.685 2.256 -1.734 0.0156 -0.0269 0.0470
C -1.327 3.551 -1.826 0.0932 0.0113 0.0061
Cl -2.210 4.871 -2.466 -0.0092 -0.0114 -0.0049
C 0.066 3.641 -1.655 -0.0627 -0.0082 0.0013
Cl 0.893 5.062 -2.125 0.0069 -0.0041 -0.0045
S 1.903 1.743 2.282 -0.1322 -0.1193 -0.0828
C 3.486 1.088 2.546 0.0146 -0.0060 0.0290
S 3.792 -0.150 1.378 0.0110 0.0418 -0.0437
C 4.350 1.494 3.526 -0.0184 0.0174 -0.0251
C 3.979 2.530 4.432 0.0307 -0.0302 0.0526
N 3.670 3.361 5.167 -0.0173 0.0158 -0.0293
C 5.634 0.889 3.658 -0.0028 -0.0031 0.0013
N 6.667 0.388 3.749 0.0018 0.0009 -0.0034
C -2.933 -0.434 3.471 -0.0093 0.0518 -0.0174
C -2.316 0.640 2.791 -0.0191 -0.0119 0.0302
C -1.116 0.461 2.159 0.0282 -0.0201 0.0299
C -0.445 -0.797 2.149 -0.0200 0.0069 -0.0272
C 0.796 -1.029 1.452 -0.0462 -0.0865 -0.0211
C 1.332 -2.299 1.529 -0.0158 0.0286 -0.0224
C 0.717 -3.346 2.244 -0.0135 0.0003 0.0173
C -0.462 -3.143 2.896 0.0167 -0.0047 -0.0033
C -1.069 -1.867 2.858 -0.0594 0.0068 -0.0184
C -2.315 -1.651 3.504 0.0359 -0.0124 -0.0136
H -3.880 -0.285 3.975 0.0008 0.0003 0.0066
H -2.782 1.618 2.792 -0.0009 0.0074 0.0052
H -0.656 1.301 1.667 0.0539 0.0189 0.0587
H 2.263 -2.507 1.019 -0.0193 -0.0096 -0.0017
H 1.197 -4.317 2.270 -0.0027 -0.0009 -0.0026
H -0.944 -3.940 3.449 0.0007 -0.0021 -0.0021
H -2.766 -2.480 4.036 0.0002 -0.0002 0.0014
C -2.556 -1.520 0.217 0.0307 -0.1333 0.0071
C -2.906 -1.109 -2.630 -0.1800 0.1867 0.2385
N -0.473 -1.589 -1.311 0.0930 -0.1893 -0.1997
C 0.524 -1.339 -2.175 0.1190 0.0301 0.0748
S 2.103 -0.940 -1.640 -0.0275 0.0435 0.1290
N 0.252 -1.474 -3.476 -0.0507 0.0016 -0.0153
C 1.074 -0.981 -4.574 0.0184 -0.0034 0.0104
C 0.717 0.454 -4.934 0.0103 0.0134 0.0088
H -2.388 -2.560 -0.012 0.0993 0.0339 0.0035
H -3.287 0.239 -0.836 0.0563 -0.0135 0.0400
H -2.949 -0.981 1.065 -0.0920 -0.0811 0.0546
H -2.189 -0.825 -3.395 0.1857 -0.0443 0.0428
H -3.782 -0.461 -2.705 -0.0162 -0.0413 -0.0396
H -0.094 -1.608 -0.366 -0.0157 0.1122 0.0289
H -0.633 -1.909 -3.686 0.0597 -0.0438 -0.0329
H 0.932 -1.652 -5.421 -0.0284 0.0084 -0.0008
H 2.117 -1.050 -4.273 0.0103 -0.0232 -0.0263
H -0.338 0.543 -5.201 0.0026 -0.0063 -0.0047
H 1.311 0.798 -5.781 0.0118 0.0003 0.0068
H 0.918 1.112 -4.085 -0.0084 -0.0048 -0.0023
```
Forces are in eV/Å.

Computed properties:
**⟨S²⟩**: 0.759
**2S+1**: 2
**DFT total energy**: -4782.46465 Ha
**HOMO-LUMO gap (spin up / spin down)**: 4.46 / 4.20 eV
**Lowest unoccupied orbital energy (spin up / spin down)**: -2.925 / -3.185 eV
**ΔE to the lowest compared entry with this formula, charge and spin**: 305.6 kcal per mole


Molecular formula: C8H14O
Method: DFT, ωB97M-V with the def2-TZVPD basis set

XYZ file:
```
23
Properties=species:S:1:pos:R:3:forces:R:3
C 0.382 2.525 0.491 0.0659 -0.5748 -1.5750
C -0.119 1.153 0.052 1.4462 -0.6212 2.2838
C -2.499 1.241 -1.624 -1.0350 0.2290 -0.7585
C -1.707 -1.561 0.125 -1.7745 -0.3475 -0.8394
C 0.680 -1.630 -0.698 -2.6108 1.8385 -2.4178
C -0.178 0.144 2.376 0.9590 -2.1035 -0.5679
C -0.285 -1.331 0.476 1.7097 0.3332 -2.9835
C -0.112 0.101 0.902 -0.1807 0.0323 -1.1352
O -3.207 1.329 -2.500 0.3596 -0.0715 0.3974
H 0.490 3.019 -0.467 0.2563 0.6317 -0.1310
H 1.377 2.591 0.960 -0.6428 -0.3741 0.2013
H -0.356 1.118 -0.994 0.4761 -0.6745 -0.0606
H -0.377 3.071 0.982 -0.6144 0.7693 1.0833
H -2.102 -1.242 -0.887 0.9873 -0.2231 0.9428
H -2.349 -1.043 0.841 -0.1447 -0.1870 0.1172
H -1.864 -2.626 0.215 -0.6000 -0.3878 -0.1491
H 0.705 -0.757 -1.398 -0.0973 -0.4078 0.5998
H 1.671 -1.767 -0.465 2.2672 -0.6040 1.0440
H 0.338 -2.393 -1.388 -0.0974 -0.7550 0.3222
H -0.495 1.065 2.680 -1.5078 2.1909 1.2618
H 0.820 0.067 2.792 0.3051 -0.5864 0.3441
H -0.802 -0.771 2.614 0.5891 1.5441 0.6525
H 0.028 -2.113 1.145 -0.1163 0.3490 1.3678
```
Forces are in eV/Å.

Computed properties:
**2S+1**: 1
**DFT total energy**: -388.37448 Ha
**HOMO-LUMO gap**: 9.34 eV
**Lowest unoccupied orbital energy**: 0.957 eV
**ΔE to the lowest compared entry with this formula, charge and spin**: 42.3 kcal per mole


Molecular formula: C24H28F7N3O7PS2
Method: DFT, ωB97M-V with the def2-TZVPD basis set

XYZ file:
```
72
Properties=species:S:1:pos:R:3:forces:R:3
C -0.753 -3.820 0.061 -0.4667 0.1170 -0.3490
C -2.052 -2.788 0.278 1.0113 -2.7805 -0.3987
C -2.616 -3.095 1.784 -0.4731 0.7080 0.0914
C -3.091 -3.117 -0.944 0.6571 0.4263 -0.2209
C -4.314 -2.030 -0.966 0.1492 0.3597 -0.0901
P -4.657 -1.643 -2.845 -0.5588 1.2064 -0.6288
S -4.008 0.104 -3.404 0.1341 -0.1774 0.2248
S -5.863 -2.993 -0.395 1.7140 -8.4575 -1.1060
O -6.340 -3.794 -1.658 0.8635 3.9845 3.6474
O -5.503 -4.085 0.671 -1.3496 4.9003 -2.7511
C -7.182 -1.901 0.362 -1.2001 2.5407 2.9652
F -6.857 -1.811 1.835 -0.7909 -0.0406 -4.7907
F -7.241 -0.521 -0.171 0.3436 -4.2159 1.4693
C -8.692 -2.540 0.272 -1.7450 -1.7737 1.9504
F -8.740 -4.012 0.113 0.5817 4.9472 0.5208
F -9.343 -2.251 1.604 1.9510 -0.8938 -4.5177
C -9.643 -1.882 -0.903 -2.5550 -0.2841 -0.8635
F -8.978 -1.727 -2.218 -2.2610 -0.1572 4.8756
F -10.212 -0.632 -0.341 2.1141 -4.1596 -2.6044
F -10.784 -2.842 -1.130 3.9309 3.5903 0.7376
C -4.074 -0.671 -0.094 -0.5766 0.1187 0.9044
C -2.526 -0.306 0.267 -0.0651 3.1732 0.2308
C -2.013 0.983 -0.668 0.8065 -1.2702 -0.7431
C -2.540 0.301 1.826 -0.6170 0.6159 -0.5224
N -1.512 -1.398 0.053 0.3099 -0.1256 3.1645
O -0.347 -1.173 0.686 -2.5584 -0.3459 -1.7631
H -1.161 -4.852 -0.373 0.8855 2.1633 1.1396
H -0.054 -3.340 -0.749 -1.2273 -1.0000 1.6947
H -0.173 -3.987 1.084 -1.2866 0.4075 -2.3858
H -3.711 -2.647 1.941 2.3641 -1.3094 -0.3510
H -1.935 -2.549 2.563 -1.0585 -1.1428 -1.5710
H -2.590 -4.262 1.988 -0.2496 2.5820 -0.5395
H -2.478 -2.951 -1.955 -1.2508 -0.2123 2.1640
H -3.464 -4.234 -0.988 0.6198 2.3748 0.4362
H -3.991 -2.636 -3.651 -0.7921 -0.0302 0.9257
H -6.099 -1.649 -3.124 1.2729 -0.6903 0.5408
H -4.646 -0.822 0.941 1.2490 0.1983 -2.1398
H -4.563 0.306 -0.574 1.0766 -2.4675 0.7111
H -1.145 1.563 -0.127 -2.0239 -1.1025 -0.9929
H -1.516 0.481 -1.631 -1.1610 1.2945 1.9939
H -2.895 1.656 -1.039 1.7537 -1.2329 0.9930
H -3.197 1.290 1.752 1.3084 -2.0995 0.1606
H -1.472 0.653 2.175 -2.1548 -1.0663 -0.7553
H -3.081 -0.414 2.585 1.3082 1.3293 -1.4327
C 5.042 0.516 1.107 -0.1293 0.0530 -0.0465
C 5.420 1.249 -0.018 -0.3406 0.0234 0.1082
C 4.453 1.906 -0.782 -0.0599 -0.0158 0.0616
C 3.105 1.825 -0.405 0.7039 -0.4756 0.5520
C 2.723 1.083 0.720 -0.0023 0.0524 -0.0253
C 3.698 0.428 1.475 0.1173 0.2365 -0.3434
N 2.087 2.534 -1.189 -0.8222 0.6534 -0.7603
O 2.463 3.165 -2.189 -0.6203 -0.9269 1.4778
O 0.911 2.466 -0.805 1.6873 0.1784 -0.5969
H 5.800 0.010 1.703 -0.1364 0.1039 -0.1467
H 6.469 1.312 -0.299 -0.2979 -0.0507 -0.0260
H 4.763 2.474 -1.657 -0.2822 -0.0934 0.1901
H 1.680 1.008 1.021 0.1903 0.0938 -0.2666
H 3.411 -0.148 2.352 -0.0082 0.1315 -0.2096
C 10.265 5.956 0.612 -0.0444 -0.1284 -0.0329
C 10.375 5.005 1.628 -0.1567 -0.1278 -0.3594
C 9.970 3.688 1.401 -0.0107 0.0066 -0.0681
C 9.457 3.332 0.145 0.3043 0.9416 0.1796
C 9.339 4.286 -0.874 0.0154 -0.0225 0.0426
C 9.745 5.601 -0.634 0.0322 -0.2929 0.2988
N 9.053 1.944 -0.107 -0.2117 -1.1935 -0.1140
O 9.156 1.134 0.826 -0.2434 1.1511 -1.4046
O 8.637 1.661 -1.240 0.5323 0.3504 1.5854
H 10.588 6.980 0.791 -0.0779 -0.2165 -0.0361
H 10.780 5.290 2.596 -0.1043 -0.1186 -0.1986
H 10.062 2.959 2.203 -0.0977 0.0324 -0.3468
H 8.939 4.025 -1.851 0.0881 -0.1397 0.3225
H 9.660 6.348 -1.420 -0.0082 -0.2083 0.1393
```
Forces are in eV/Å.

Computed properties:
**⟨S²⟩**: 0.754
**2S+1**: 2
**DFT total energy**: -3458.45741 Ha
**HOMO-LUMO gap (spin up / spin down)**: 8.09 / 8.09 eV
**Lowest unoccupied orbital energy (spin up / spin down)**: -0.991 / -0.991 eV
**ΔE to the lowest compared entry with this formula, charge and spin**: 223.8 kcal per mole


Molecular formula: C3H3O4Pd
Method: DFT, ωB97M-V with the def2-TZVPD basis set

XYZ file:
```
11
Properties=species:S:1:pos:R:3:forces:R:3
O -2.909 -1.075 -1.023 -0.7772 0.3187 0.0045
C -2.441 -0.668 0.060 -0.1444 -1.7377 1.5448
O -2.677 -0.845 1.219 0.2186 0.8137 -0.5286
C 2.181 0.566 0.370 0.1368 0.0144 0.0280
O 0.923 0.268 -0.239 3.1498 0.2101 -0.3328
C -0.133 0.211 0.522 -0.5818 0.0343 0.5013
O -1.137 0.029 -0.324 -2.6405 1.2529 5.2953
Pd -1.273 -0.390 -2.098 0.4984 -0.9846 -6.6154
H 2.856 -0.269 0.153 -0.0781 0.2260 0.1593
H 2.561 1.485 -0.090 -0.0066 -0.1722 0.2349
H 2.049 0.688 1.451 0.2249 0.0245 -0.2913
```
Forces are in eV/Å.

Computed properties:
**⟨S²⟩**: 3.756
**2S+1**: 4
**DFT total energy**: -544.68597 Ha
**HOMO-LUMO gap (spin up / spin down)**: 5.95 / 7.72 eV
**Lowest unoccupied orbital energy (spin up / spin down)**: -0.680 / -1.991 eV


What did the second record say?
Molecular formula: C8H14O
Method: DFT, ωB97M-V with the def2-TZVPD basis set

XYZ file:
```
23
Properties=species:S:1:pos:R:3:forces:R:3
C 0.382 2.525 0.491 0.0659 -0.5748 -1.5750
C -0.119 1.153 0.052 1.4462 -0.6212 2.2838
C -2.499 1.241 -1.624 -1.0350 0.2290 -0.7585
C -1.707 -1.561 0.125 -1.7745 -0.3475 -0.8394
C 0.680 -1.630 -0.698 -2.6108 1.8385 -2.4178
C -0.178 0.144 2.376 0.9590 -2.1035 -0.5679
C -0.285 -1.331 0.476 1.7097 0.3332 -2.9835
C -0.112 0.101 0.902 -0.1807 0.0323 -1.1352
O -3.207 1.329 -2.500 0.3596 -0.0715 0.3974
H 0.490 3.019 -0.467 0.2563 0.6317 -0.1310
H 1.377 2.591 0.960 -0.6428 -0.3741 0.2013
H -0.356 1.118 -0.994 0.4761 -0.6745 -0.0606
H -0.377 3.071 0.982 -0.6144 0.7693 1.0833
H -2.102 -1.242 -0.887 0.9873 -0.2231 0.9428
H -2.349 -1.043 0.841 -0.1447 -0.1870 0.1172
H -1.864 -2.626 0.215 -0.6000 -0.3878 -0.1491
H 0.705 -0.757 -1.398 -0.0973 -0.4078 0.5998
H 1.671 -1.767 -0.465 2.2672 -0.6040 1.0440
H 0.338 -2.393 -1.388 -0.0974 -0.7550 0.3222
H -0.495 1.065 2.680 -1.5078 2.1909 1.2618
H 0.820 0.067 2.792 0.3051 -0.5864 0.3441
H -0.802 -0.771 2.614 0.5891 1.5441 0.6525
H 0.028 -2.113 1.145 -0.1163 0.3490 1.3678
```
Forces are in eV/Å.

Computed properties:
**2S+1**: 1
**DFT total energy**: -388.37448 Ha
**HOMO-LUMO gap**: 9.34 eV
**Lowest unoccupied orbital energy**: 0.957 eV
**ΔE to the lowest compared entry with this formula, charge and spin**: 42.3 kcal per mole


What is the 2S+1 in the third record?
2


DFT total energy of number 1 (C25H19Cl5IrN4S3)?
-4782.46465 Ha